Entry from the Open Molecules 2025 dataset: the molecule C19H22N2O5S (ωB97M-V/def2-TZVPD).

```
49
Properties=species:S:1:pos:R:3:forces:R:3
C -3.8056 0.7635 1.7916 -0.4 0.1 0.0
S 2.4130 -1.8772 1.4201 0.3 0.0 -0.3
C -0.2572 -1.5694 0.9039 0.0 -0.1 -0.1
O -3.6820 2.7460 0.3997 0.0 0.2 0.1
C 5.6685 0.2961 -0.8212 -0.2 0.0 0.0
H -0.2835 -1.1218 1.8862 -0.1 0.1 0.1
H -4.2262 -2.1426 -2.6580 0.0 0.1 0.1
C -2.6641 -1.1468 0.8186 0.1 -0.1 0.0
H 5.4870 -0.5110 -1.5315 0.1 -0.1 -0.1
H 1.9536 -3.0757 -1.1415 0.1 -0.1 -0.2
C -1.4201 -1.6458 0.1376 -0.1 -0.3 -0.1
C -0.1257 -2.7695 -1.5685 0.0 0.0 0.1
H -5.0376 1.2231 0.0731 0.0 0.0 0.1
H 3.0036 4.1037 -0.7383 0.0 0.1 0.0
C -2.6433 2.1701 -0.3522 0.4 -0.2 0.0
H 5.0742 2.8876 -1.2627 0.1 0.0 0.0
C -4.5559 1.7599 0.9052 0.0 -0.2 0.2
O 3.0829 -3.1356 1.5514 0.0 -0.1 -0.3
C 3.0877 3.0550 -0.4979 0.0 0.1 0.0
C 0.9376 -2.0644 0.4372 0.4 0.2 0.6
H 6.1119 -0.1317 0.0786 0.1 -0.1 0.0
H -3.4015 1.2836 2.6668 0.0 0.0 0.0
O 2.1029 -1.1256 2.5989 -0.2 0.1 -0.3
C 4.2521 2.3667 -0.7931 -0.1 0.0 0.1
H -5.3160 2.2914 1.4786 0.0 -0.1 0.0
H 1.3557 0.5248 0.9130 -0.1 0.1 0.0
N -2.7069 0.1853 1.0423 -0.1 0.2 0.1
H -4.4615 -0.0465 2.1122 0.1 0.1 0.0
O -2.3491 -2.3829 -2.0242 0.4 -0.2 0.0
H 1.1298 2.9159 0.3569 -0.1 0.1 0.0
H -4.1047 -2.5061 -0.9154 0.1 0.1 -0.1
C -3.6630 -1.9511 -1.7454 -0.5 0.0 0.0
H -2.0162 2.9948 -0.6938 0.0 -0.1 0.0
C 4.3942 1.0205 -0.4964 0.0 -0.2 0.0
C 1.0118 -2.6773 -0.8019 -0.2 -0.1 -0.2
H -3.6918 -0.8806 -1.5206 0.0 0.0 0.0
H 4.2959 -1.4506 0.2391 0.0 -0.2 0.1
C -1.3560 -2.2563 -1.1229 0.2 0.1 0.1
H -3.0590 1.6469 -1.2289 0.1 0.0 0.1
H 6.3886 0.9811 -1.2611 0.1 0.0 0.0
H -1.0573 0.7126 -0.1380 0.0 0.1 0.1
C 2.0406 2.3895 0.1127 0.0 0.0 0.0
H -0.1106 -3.2377 -2.5397 0.0 0.0 -0.1
O -3.5296 -1.9042 1.2184 -0.1 -0.2 0.0
H -1.3329 1.7218 1.3055 0.1 0.0 -0.1
C -1.8190 1.1803 0.4855 0.0 0.4 -0.4
C 3.3233 0.3523 0.1152 -0.4 0.8 -0.1
C 2.1562 1.0452 0.4163 0.0 0.1 0.0
N 3.4053 -1.0073 0.3882 0.0 -0.7 0.4
```
Forces are in eV/Å.

Its net charge is 0. For the gap between HOMO and LUMO, the calculation gives 9.1671 eV. The energy comes out at -1621.101184 Eh. Its SMILES is COc1ccc(S(=O)(=O)Nc2ccccc2C)cc1C(=O)N1CCOCC1.

=====

Entry from the Open Molecules 2025 dataset: a 2-piece molecular cluster, C5H13N2 overall in a non-equilibrium geometry (ωB97M-V/def2-TZVPD).

```
20
Properties=species:S:1:pos:R:3:forces:R:3
H 0.2033 -0.1620 -0.4892 0.7 0.9 0.4
C 1.6003 0.6634 2.1232 0.0 1.5 0.6
H -1.8071 0.6082 -2.0007 -0.5 0.9 -0.2
H 1.7383 0.8382 4.1504 0.2 0.0 0.0
C -2.1618 -0.7143 -0.4019 0.1 0.7 -1.5
H 2.1151 -0.2971 2.1536 -0.3 0.0 -0.2
C -1.7265 -0.3906 -1.6529 -1.0 -0.9 1.6
H -1.2915 -2.3573 -2.3345 -0.1 -0.8 0.2
H 1.1180 2.1635 3.3641 -0.5 0.9 0.2
H 1.6184 0.6867 -0.9753 -0.5 0.0 0.3
C -1.1937 -1.3418 -2.6414 2.0 0.3 -1.6
C 1.0418 1.1619 0.9953 0.7 -0.8 0.7
N 1.7247 1.3848 3.3035 0.0 -1.4 -1.0
H -1.5697 -1.2520 -3.7060 0.0 0.2 1.4
H -2.8508 -0.0347 0.1082 0.8 0.0 0.2
H 0.6417 2.1676 0.8437 0.0 -0.6 0.0
H -0.0871 -1.1415 -2.7657 -0.8 -0.3 -0.1
H -1.9860 -1.6928 0.0332 -0.3 -0.1 -0.2
H 1.7372 -0.5529 0.0582 -0.4 0.5 0.1
N 1.1352 0.2627 -0.1657 -0.1 -1.0 -1.0
```
Forces are in eV/Å.

Its net charge is +1. For the gap between HOMO and LUMO, the calculation gives 9.8744 eV. The energy comes out at -307.519046 Eh.

=====

Entry from the Open Molecules 2025 dataset: the molecule C2ClF3O in a non-equilibrium geometry (ωB97M-V/def2-TZVPD).

```
7
Properties=species:S:1:pos:R:3:forces:R:3
O -1.2661 -0.4835 1.2093 -1.5 -0.5 2.7
Cl 2.0235 -0.8134 0.7793 -0.6 0.5 -1.0
C -0.7572 -0.4529 0.1922 3.8 1.8 -3.9
F 0.8162 1.3693 0.2787 0.2 1.1 0.0
F -1.3218 -0.6240 -1.0204 -0.6 -0.5 0.6
C 0.7954 0.1406 -0.1806 -2.4 -2.3 3.1
F 0.9171 0.1064 -1.4571 1.1 0.0 -1.4
```
Forces are in eV/Å.

Its net charge is 0. For the gap between HOMO and LUMO, the calculation gives 12.3663 eV. The energy comes out at -911.225667 Eh. Its SMILES is O=C(F)C(F)(F)Cl.

=====

Entry from the Open Molecules 2025 dataset: a 2-piece molecular cluster, C7H11N2O2 overall in a non-equilibrium geometry (ωB97M-V/def2-TZVPD).

```
22
Properties=species:S:1:pos:R:3:forces:R:3
N 2.1014 -1.5207 -1.4720 0.3 -0.1 -0.8
O -2.6497 -1.5976 0.8673 0.1 -0.3 -0.1
H -0.0687 1.6106 -0.5856 0.0 0.0 0.0
C 0.6078 1.9710 -1.3566 0.4 0.2 -0.5
H -3.5549 1.1139 1.0103 0.1 0.0 0.0
H 1.4275 -2.0696 1.5553 -0.1 0.0 -0.1
H 2.4502 1.2805 -2.2154 0.1 0.0 -0.3
C 1.4290 -0.3709 0.3327 0.0 0.0 -0.1
H -3.1318 0.9926 2.7327 0.1 0.1 0.0
H 0.0154 2.4432 -2.1469 0.0 -0.1 0.1
H 1.2496 2.7636 -0.9561 -0.2 -0.1 0.2
H 0.9794 0.2818 1.0587 -0.1 0.1 -0.1
C -2.2705 -0.5818 1.4774 -0.4 0.1 0.0
N 1.6733 -1.6716 0.6663 0.0 0.0 0.3
C 1.7104 -0.2883 -1.0021 -0.4 0.1 -0.1
C 1.4855 0.8492 -1.9548 0.0 0.2 0.8
H 1.0456 0.4512 -2.8626 -0.1 -0.1 -0.1
O -1.1062 -0.2681 1.8188 0.3 0.1 0.2
H 2.2784 -3.3795 -0.3659 0.1 0.0 -0.5
C -3.3926 0.4222 1.8411 -0.1 0.0 0.2
C 2.0535 -2.3277 -0.4570 0.0 -0.1 1.1
H -4.3328 -0.1043 2.0145 0.0 0.0 0.0
```
Forces are in eV/Å.

Its net charge is -1. For the gap between HOMO and LUMO, the calculation gives 8.0042 eV. The energy comes out at -533.396056 Eh.